90
Properties=species:S:1:pos:R:3:mulliken_charge:R:1 method="wB97M-V/def2-TZVPD" orbital_gap_ev=10.01 smiles=CCOCC.CCOCC.CCOCC.CCOCC.CCOCC.CCOCC homo_ev=-9.38 relative_energy_kcal_mol=230.45 total_charge=0
C 0.72 -1.70 -2.75 -1.004
C 1.43 -0.55 -2.05 0.553
O 0.78 0.70 -2.38 -0.458
C 1.22 1.79 -1.51 0.725
C 0.57 2.98 -2.19 -2.359
H 0.69 -1.35 -3.83 0.448
H -0.28 -2.06 -2.32 -0.175
H 1.44 -2.54 -2.87 0.229
H 2.46 -0.55 -2.17 0.668
H 1.14 -0.66 -0.97 -0.652
H 2.27 2.00 -1.64 0.539
H 0.82 1.70 -0.53 -0.245
H -0.29 2.75 -2.45 0.713
H 1.19 3.32 -3.28 0.231
H 0.63 3.78 -1.57 0.646
C 5.10 2.24 1.61 -1.603
C 3.70 1.68 1.26 -0.004
O 3.25 0.96 2.43 -0.492
C 1.93 0.37 2.04 0.989
C 1.47 -0.59 3.06 -0.819
H 5.00 2.98 2.37 0.356
H 5.53 2.66 0.72 0.427
H 5.65 1.42 1.95 0.400
H 3.77 0.99 0.42 0.186
H 3.16 2.45 1.01 0.416
H 1.72 -0.04 1.07 -0.477
H 1.25 1.18 2.03 0.033
H 2.17 -1.43 3.42 0.316
H 0.49 -1.05 2.61 0.002
H 1.22 -0.02 4.04 0.335
C -2.73 3.81 -0.33 -1.181
C -3.10 4.68 0.86 0.199
O -2.40 5.95 0.88 -0.283
C -2.87 6.78 1.92 -0.048
C -1.86 7.82 2.00 -1.533
H -2.84 2.71 -0.17 0.115
H -1.60 3.54 -0.33 0.064
H -2.97 4.14 -1.23 0.621
H -2.93 3.82 1.79 -0.086
H -4.19 4.93 0.86 0.264
H -2.96 6.31 2.83 0.359
H -3.79 7.42 1.65 0.198
H -1.52 8.50 1.26 0.364
H -0.99 7.43 2.38 0.427
H -1.95 8.55 2.85 0.402
C -1.45 -0.05 0.06 0.148
C -2.25 0.38 1.32 -0.695
O -1.48 1.29 2.03 0.061
C -1.68 1.31 3.47 -0.626
C -1.16 2.56 4.03 -0.955
H -0.54 -0.57 0.41 -0.236
H -1.16 0.82 -0.40 -0.032
H -2.23 -0.64 -0.35 0.112
H -2.43 -0.57 1.92 0.427
H -3.06 0.88 0.64 0.291
H -1.46 0.27 3.93 0.304
H -2.75 1.29 3.42 0.605
H -1.35 3.46 3.48 0.232
H 0.00 2.31 4.05 0.196
H -1.54 2.53 5.13 0.301
C 5.26 -4.07 -1.39 -1.435
C 3.88 -3.57 -1.19 0.248
O 3.50 -4.20 0.08 -0.439
C 2.21 -3.72 0.60 0.211
C 2.02 -4.51 1.75 -1.196
H 5.25 -5.14 -1.21 0.290
H 5.89 -3.63 -0.68 0.373
H 5.91 -3.83 -2.27 0.364
H 3.27 -3.93 -1.85 0.293
H 3.73 -2.49 -1.03 0.033
H 1.46 -3.80 0.02 0.452
H 2.48 -2.69 0.84 -0.069
H 1.33 -5.30 1.71 0.359
H 1.18 -3.82 2.28 0.186
H 2.88 -4.81 2.37 0.316
C -2.45 -6.67 -3.92 -1.485
C -2.73 -5.15 -4.18 -0.131
O -3.23 -4.47 -3.00 -0.371
C -3.27 -3.09 -2.93 0.622
C -4.06 -2.59 -1.80 -1.338
H -1.92 -7.01 -4.67 0.477
H -3.32 -7.18 -3.62 0.345
H -1.89 -6.76 -3.08 0.429
H -3.56 -5.03 -5.00 0.235
H -1.87 -4.50 -4.44 0.291
H -3.58 -2.67 -3.98 0.335
H -2.33 -2.85 -2.56 -0.348
H -3.69 -2.87 -0.75 0.200
H -4.98 -3.16 -2.00 0.443
H -4.39 -1.59 -1.97 0.367


54
Properties=species:S:1:pos:R:3:lowdin_spin:R:1 method="wB97M-V/def2-TZVPD" spin_multiplicity=2 orbital_gap_ev="5.15 / 4.95" homo_ev="-1.08 / -1.42" relative_energy_kcal_mol=0.17 total_charge=-2
Tl 0.32 3.61 0.49 0.225
Se -0.71 6.53 0.63 0.270
Te -2.72 5.21 1.17 0.052
Te -1.57 3.63 3.07 0.063
Se -3.22 1.81 3.23 0.035
C -3.22 2.00 -0.92 0.036
Ge -1.27 1.68 -0.85 0.167
C -0.76 1.71 -2.79 0.024
C 0.20 2.57 -3.32 0.000
C 0.52 2.55 -4.68 0.000
C -0.13 1.67 -5.53 0.000
C -1.09 0.81 -5.02 0.001
C -1.40 0.84 -3.67 0.006
C -1.12 -0.26 -0.45 0.034
C -2.21 -0.94 0.01 0.013
C -2.14 -2.31 0.38 0.001
C -0.96 -2.98 0.28 0.008
C 0.20 -2.32 -0.18 0.000
C 1.45 -2.99 -0.27 0.001
C 2.57 -2.34 -0.70 -0.001
C 2.49 -0.99 -1.08 0.001
C 1.30 -0.32 -1.01 0.000
C 0.12 -0.96 -0.55 0.004
H -3.70 1.32 -1.64 0.004
H -3.39 3.02 -1.24 0.000
H -3.67 1.88 0.06 0.000
H 0.72 3.27 -2.67 0.001
H 1.27 3.23 -5.06 0.000
H 0.12 1.66 -6.59 0.000
H -1.59 0.11 -5.68 0.000
H -2.13 0.14 -3.29 0.001
H -3.16 -0.43 0.13 0.002
H -3.03 -2.80 0.75 0.000
H -0.89 -4.02 0.58 0.001
H 1.50 -4.03 0.04 0.000
H 3.52 -2.86 -0.73 0.000
H 3.39 -0.46 -1.37 0.000
H 1.27 0.73 -1.26 0.000
O 3.94 0.83 1.38 0.000
C 2.74 0.97 1.63 0.002
O 1.97 1.90 1.29 0.045
C 2.05 -0.15 2.44 0.002
C 0.67 -0.15 2.62 0.000
C 0.05 -1.18 3.30 0.000
C 0.84 -2.20 3.80 0.000
C 2.22 -2.22 3.66 0.000
C 2.82 -1.18 2.97 0.000
N 0.19 -3.32 4.51 0.000
O -1.02 -3.32 4.61 0.000
O 0.91 -4.20 4.98 0.000
H 0.09 0.67 2.22 0.001
H -1.02 -1.20 3.43 0.000
H 2.79 -3.04 4.08 0.000
H 3.89 -1.16 2.81 0.000


76
Properties=species:S:1:pos:R:3:mulliken_charge:R:1 method="wB97M-V/def2-TZVPD" orbital_gap_ev=4.41 homo_ev=-1.77 total_charge=-1
C 1.48 2.36 -0.42 -0.947
C 1.42 1.11 -1.45 -0.226
C -0.02 0.42 -1.21 0.222
C -0.09 -1.08 -1.74 -1.047
C -1.58 -1.68 -1.76 -0.288
C -2.70 -0.71 -1.22 0.189
O -3.33 -0.03 -2.08 -0.612
N -3.10 -0.57 0.19 0.227
C -2.76 0.78 0.73 -0.859
C -4.56 -0.78 0.37 -1.029
B 0.70 -2.02 -0.67 0.511
C 0.57 -1.87 0.95 -0.576
O 1.54 -3.08 -1.22 -0.631
H 1.56 1.97 0.64 0.326
H 2.34 3.05 -0.69 0.281
H 0.51 2.94 -0.51 0.147
H 1.55 1.48 -2.52 0.222
H 2.27 0.41 -1.12 0.142
H -0.77 1.13 -1.73 0.526
H -0.21 0.53 -0.08 -0.389
H -1.62 -2.62 -1.09 0.005
H -1.85 -2.06 -2.80 0.244
H -2.38 1.41 -0.15 0.313
H -3.63 1.35 1.18 0.427
H -1.89 0.64 1.45 0.127
H -5.16 -0.11 -0.33 0.391
H -4.88 -1.87 0.30 0.238
H -4.83 -0.43 1.43 0.384
H -0.52 -1.56 1.15 0.102
H 0.87 -2.80 1.52 0.005
H 1.20 -0.96 1.24 0.317
H 2.42 -2.73 -1.42 0.231
C -0.25 7.95 -2.01 -1.404
C 0.72 7.96 -3.19 -0.295
N 1.89 7.12 -3.00 0.139
C 2.93 7.33 -4.01 -0.658
C 2.59 6.97 -5.46 -0.970
C 1.64 5.72 -2.66 -0.706
C 0.81 4.89 -3.64 -0.782
H 0.26 8.25 -1.09 0.325
H -1.06 8.66 -2.19 0.423
H -0.70 6.97 -1.86 0.285
H 1.05 8.99 -3.32 0.433
H 0.17 7.69 -4.10 0.247
H 3.84 6.80 -3.71 0.341
H 3.20 8.39 -3.98 0.406
H 2.62 5.89 -5.61 0.227
H 3.34 7.40 -6.13 0.396
H 1.62 7.35 -5.77 0.267
H 1.14 5.69 -1.69 0.350
H 2.59 5.21 -2.49 0.256
H -0.06 5.44 -4.03 0.249
H 0.43 4.00 -3.14 0.197
H 1.41 4.55 -4.49 0.257
C -1.22 -8.35 5.33 -1.419
C -0.99 -7.52 4.07 -0.290
N -0.83 -6.10 4.31 0.114
C -0.88 -5.29 3.09 -0.690
C 0.23 -5.50 2.06 -0.916
C 0.21 -5.72 5.26 -0.682
C 1.64 -6.16 4.95 -0.968
H -2.08 -7.98 5.89 0.325
H -1.41 -9.39 5.06 0.435
H -0.35 -8.33 5.99 0.290
H -1.87 -7.67 3.43 0.432
H -0.14 -7.94 3.52 0.250
H -0.92 -4.23 3.36 0.336
H -1.84 -5.49 2.60 0.372
H 1.16 -5.02 2.38 0.184
H -0.06 -5.03 1.11 0.310
H 0.43 -6.55 1.86 0.346
H -0.06 -6.12 6.24 0.371
H 0.20 -4.64 5.40 0.335
H 1.70 -7.19 4.59 0.235
H 2.25 -6.10 5.86 0.368
H 2.11 -5.51 4.21 0.304


24
Properties=species:S:1:pos:R:3:mulliken_charge:R:1 method="wB97M-V/def2-TZVPD" orbital_gap_ev=10.76 smiles=COC[C@H](C#N)[C@H](C#N)CCO homo_ev=-10.48 relative_energy_kcal_mol=204.20 total_charge=0
C -1.45 0.45 3.17 -0.629
O -1.77 -0.33 1.93 -0.354
C -0.99 0.28 0.84 -0.560
C -1.04 -0.53 -0.59 0.258
C -2.06 -1.83 -0.33 -0.073
N -2.77 -2.93 -0.20 -0.492
C 0.38 -1.17 -1.08 -0.011
C 1.25 -1.86 0.17 0.095
N 2.04 -2.38 1.05 -0.489
C 1.32 -0.18 -1.98 -0.636
C 1.27 1.41 -1.56 -0.142
O 2.62 1.97 -1.88 -0.524
H -2.43 0.91 3.66 0.245
H -0.73 1.36 2.97 0.277
H -0.88 -0.26 3.93 0.248
H 0.13 0.49 1.17 0.339
H -1.48 1.35 0.64 0.316
H -1.59 0.10 -1.44 0.463
H 0.11 -2.09 -1.78 0.401
H 1.12 -0.32 -3.13 0.264
H 2.45 -0.52 -1.81 0.311
H 0.52 1.96 -2.28 0.180
H 1.10 1.62 -0.42 0.182
H 2.88 2.51 -1.05 0.331


19
Properties=species:S:1:pos:R:3:mulliken_charge:R:1 method="wB97M-V/def2-TZVPD" orbital_gap_ev=10.21 homo_ev=-9.46 relative_energy_kcal_mol=0.00 total_charge=0
C 1.30 -1.71 -0.92 -1.142
N -0.93 0.13 -0.01 0.304
Si -1.44 -1.03 1.18 0.289
Si -1.89 1.54 -0.38 0.247
Si 2.19 1.25 0.67 0.425
Si 0.70 0.08 -0.66 0.063
H 0.58 -2.32 -1.45 0.338
H 2.21 -1.69 -1.49 0.329
H 1.52 -2.20 0.03 0.384
H -2.90 -1.00 1.26 -0.151
H -0.99 -2.36 0.76 -0.121
H -0.86 -0.69 2.48 -0.101
H -3.16 1.42 0.32 -0.156
H -2.10 1.59 -1.83 -0.092
H -1.15 2.72 0.08 -0.119
H 2.74 2.46 0.04 -0.131
H 3.35 0.42 1.01 -0.146
H 1.64 1.69 1.96 -0.126
H 0.55 0.66 -2.32 -0.094


125
Properties=species:S:1:pos:R:3:mulliken_charge:R:1 method="wB97M-V/def2-TZVPD" orbital_gap_ev=6.55 homo_ev=-6.94 relative_energy_kcal_mol=14.34 total_charge=0
C -2.18 -4.77 -1.03 -1.055
C -1.80 -4.59 -2.48 0.728
O -1.51 -5.66 -3.16 -0.573
N -1.77 -3.26 -3.06 -0.028
H -2.64 -2.98 -3.76 0.452
H -1.74 -2.37 -2.15 0.176
C -0.65 -2.99 -4.16 -1.009
H -3.24 -4.33 -0.79 0.247
H -1.64 -4.24 -0.30 0.118
H -2.39 -5.68 -0.98 0.648
H -0.93 -2.06 -4.63 0.302
H -0.70 -3.78 -4.82 0.505
H 0.32 -2.52 -3.89 0.269
C -0.12 -1.90 2.02 -1.160
C 0.06 -0.52 1.50 0.181
O 0.03 0.47 2.17 -0.399
N 0.09 -0.12 0.01 2.233
H 0.98 -0.52 -0.47 -0.586
H -0.58 -0.84 -0.42 -0.401
C -0.16 1.19 -0.44 -1.234
H -0.21 -2.47 1.13 0.375
H -1.16 -2.01 2.29 0.100
H 0.57 -2.18 2.69 0.617
H -1.23 1.70 -0.20 -0.136
H -0.06 1.16 -1.53 -0.182
H 0.60 1.60 -0.01 1.354
I 3.19 -1.90 -0.67 -0.705
O -1.67 -1.44 -1.14 -0.845
H -2.52 -1.48 -0.56 0.019
F -3.59 1.09 -7.57 -0.281
C -3.27 1.00 -6.28 0.210
C -4.08 0.50 -5.23 -0.616
C -3.55 0.23 -3.94 -1.283
C -2.30 0.67 -3.66 -0.426
C -1.56 1.38 -4.59 0.420
C -2.01 1.60 -5.91 -0.643
H -5.09 0.13 -5.61 0.253
H -4.05 -0.30 -3.34 0.915
H -2.11 0.31 -2.75 1.054
H -0.39 1.48 -4.54 -0.170
H -1.39 2.16 -6.52 0.627
F -3.38 -1.86 1.72 -0.086
C -4.02 -1.30 2.79 0.116
C -4.82 -2.01 3.69 -0.840
C -5.45 -1.40 4.77 -0.551
C -5.24 0.03 4.96 -0.575
C -4.36 0.76 4.10 -0.308
C -3.79 0.11 2.99 0.078
H -4.90 -2.95 3.50 0.776
H -6.16 -1.98 5.41 0.343
H -5.71 0.46 5.79 0.453
H -4.04 1.73 4.58 0.266
H -3.29 0.62 2.15 0.279
F 4.68 3.94 4.14 -0.340
C 4.13 2.82 3.88 0.491
C 3.59 2.02 4.88 -0.506
C 3.14 0.61 4.67 -0.440
C 3.23 0.10 3.40 -0.481
C 3.62 0.93 2.33 -0.133
C 4.18 2.29 2.52 -0.318
H 3.51 2.33 5.96 0.304
H 2.95 -0.11 5.53 0.349
H 2.80 -0.82 3.02 0.509
H 3.73 0.45 1.34 0.186
H 4.68 2.89 1.65 0.355
C 4.27 0.76 -5.41 -0.747
C 2.94 1.43 -6.08 0.199
C 1.92 0.43 -6.16 -0.793
S 2.20 -0.68 -4.79 1.313
O 2.24 -2.06 -5.24 -0.772
O 1.45 -0.18 -3.70 -0.439
C 3.93 -0.36 -4.48 -0.502
H 4.71 1.62 -4.96 0.497
H 4.90 0.19 -6.22 0.200
H 2.91 2.03 -7.02 0.480
H 2.52 2.19 -5.43 -0.462
H 1.96 -0.25 -7.01 0.525
H 1.05 0.93 -6.01 0.013
H 4.51 -1.41 -4.36 0.406
H 3.93 0.20 -3.57 0.064
C -0.94 3.66 3.92 -0.348
C 0.48 4.19 4.15 -0.867
C 1.08 4.13 2.93 0.451
S -0.02 4.79 1.74 0.982
O 0.22 4.16 0.50 -0.403
O -0.03 6.26 1.80 -0.727
C -1.44 4.09 2.48 -0.055
H -1.75 3.94 4.74 0.398
H -1.09 2.50 4.16 0.016
H 0.88 3.51 4.78 0.404
H 0.45 5.20 4.73 0.219
H 1.29 3.08 2.79 -0.442
H 1.99 4.95 2.83 0.338
H -1.60 3.14 2.00 -0.298
H -2.36 4.78 2.53 0.398
C -1.54 -6.97 5.44 -1.333
C -2.32 -5.77 5.78 -0.579
C -1.60 -4.56 5.37 -0.480
S -0.77 -5.04 3.93 1.329
O 0.59 -4.61 3.90 -0.734
O -1.59 -4.63 2.88 -0.607
C -1.03 -6.79 4.09 -1.167
H -1.85 -7.79 5.69 0.897
H -0.79 -6.95 6.14 0.419
H -2.48 -5.63 6.89 0.371
H -3.42 -5.80 5.31 0.197
H -0.73 -4.00 5.94 0.367
H -2.38 -3.96 5.13 0.203
H -0.01 -7.11 3.83 0.415
H -1.37 -6.98 3.23 0.732
C 2.22 4.25 -3.45 -1.604
C 2.09 3.11 -2.66 1.825
C 2.93 3.23 -1.50 -0.858
S 4.47 3.90 -2.23 1.225
O 5.33 2.79 -2.77 -0.654
O 5.18 4.93 -1.43 -0.752
C 3.65 4.64 -3.57 -0.914
H 1.79 5.19 -2.93 0.368
H 1.67 4.10 -4.29 0.720
H 1.98 2.13 -3.31 -1.105
H 1.01 3.09 -2.41 -0.012
H 3.16 2.48 -0.84 0.770
H 2.52 4.13 -0.85 0.024
H 4.24 4.35 -4.47 0.335
H 3.80 5.67 -3.48 0.555


18
Properties=species:S:1:pos:R:3:mulliken_charge:R:1 method="wB97M-V/def2-TZVPD" orbital_gap_ev=10.14 smiles="CC(C)N(C)C=O" homo_ev=-9.24 relative_energy_kcal_mol=21.69 total_charge=0
C 0.39 -0.48 -1.78 -0.022
N -0.14 0.29 -0.79 0.175
C -1.39 0.99 -1.07 -1.118
C 1.69 -0.16 0.89 -1.557
C 0.27 0.26 0.65 0.247
C -0.71 -0.70 1.39 -1.176
O 1.34 -1.24 -1.76 -0.546
H 0.04 -0.24 -2.81 0.357
H -1.84 1.21 -0.11 0.383
H -1.15 1.95 -1.55 0.313
H -2.09 0.44 -1.69 0.385
H 1.92 -0.06 1.96 0.413
H 1.83 -1.23 0.75 0.353
H 2.44 0.39 0.33 0.365
H 0.13 1.30 0.97 0.343
H -0.49 -1.69 0.98 0.324
H -1.73 -0.40 1.18 0.390
H -0.51 -0.65 2.46 0.372


9
Properties=species:S:1:pos:R:3:mulliken_charge:R:1 method="wB97M-V/def2-TZVPD" orbital_gap_ev=10.17 smiles=N#Cc1cnco1 homo_ev=-10.11 relative_energy_kcal_mol=20.66 total_charge=0
C 1.97 0.14 -0.09 0.135
C 0.52 0.10 0.05 0.486
C -0.40 1.13 -0.03 -0.203
C -1.33 -0.85 -0.08 0.080
H -0.22 2.17 0.38 0.306
H -2.00 -1.65 -0.03 0.443
N 3.11 -0.29 -0.10 -0.443
N -1.60 0.38 -0.17 -0.502
O -0.05 -1.14 0.06 -0.302


55
Properties=species:S:1:pos:R:3:mulliken_charge:R:1 method="wB97M-V/def2-TZVPD" orbital_gap_ev=4.08 homo_ev=-0.56 total_charge=-2
N 0.71 0.03 0.31 -0.037
H -0.04 -0.43 -0.19 0.346
H 0.22 0.27 1.16 0.284
H 0.96 0.84 -0.23 0.311
H 1.46 -0.64 0.44 0.085
C 3.25 -2.36 -0.02 -0.178
O 3.33 -1.50 -1.14 -0.251
O 1.91 -2.79 0.15 -0.854
C 4.24 -3.51 -0.14 0.903
F 4.83 -3.40 -1.36 -0.309
F 5.28 -3.39 0.68 -0.308
F 3.67 -4.76 -0.06 -0.255
C 4.38 -0.53 -1.31 -0.139
C 4.13 -0.03 -2.70 -0.889
H 3.81 -0.84 -3.34 0.318
H 3.25 0.60 -2.57 -0.076
H 4.96 0.54 -3.14 0.390
H 5.41 -0.89 -1.30 0.302
H 4.26 0.37 -0.70 0.268
H 3.60 -1.76 0.81 0.158
C -1.54 -2.57 3.95 -0.134
O -2.74 -1.98 3.47 -0.105
O -1.61 -3.89 3.44 -0.946
C -0.31 -1.60 3.53 0.951
F 0.74 -2.10 4.13 -0.290
F -0.04 -1.57 2.27 -0.293
F -0.45 -0.35 3.85 -0.347
C -3.83 -1.78 4.36 -0.509
C -4.53 -0.49 3.87 -0.945
H -3.77 0.29 3.92 0.239
H -4.90 -0.51 2.84 0.106
H -5.38 -0.16 4.47 0.444
H -3.76 -1.78 5.44 0.416
H -4.56 -2.58 4.23 0.232
H -1.67 -2.51 5.04 0.206
P -2.90 0.47 -0.32 1.227
F -3.94 0.43 0.92 -0.328
F -2.18 -0.91 0.32 -0.402
F -4.04 -0.43 -1.15 -0.399
F -1.66 0.32 -1.35 -0.367
F -3.36 1.88 -0.78 -0.389
F -1.86 1.42 0.54 -0.366
C -1.79 3.14 -3.99 -1.334
C -0.21 3.03 -3.76 0.258
C 0.43 4.43 -3.46 -0.381
O 0.66 4.31 -2.10 -0.375
C 0.43 3.05 -1.61 0.666
O 0.55 2.68 -0.39 -0.671
O 0.02 2.28 -2.57 -0.236
H -2.29 3.25 -3.03 0.343
H -2.16 2.20 -4.41 0.380
H -2.06 3.93 -4.69 0.375
H 0.16 2.54 -4.66 0.317
H -0.34 5.19 -3.60 0.287
H 1.29 4.56 -4.12 0.302


20
Properties=species:S:1:pos:R:3:mulliken_charge:R:1 method="wB97M-V/def2-TZVPD" orbital_gap_ev=9.35 smiles=CN(O)CON(C)C homo_ev=-8.35 relative_energy_kcal_mol=128.71 total_charge=0
C -0.99 -0.88 -0.57 -0.433
C 0.55 -2.67 0.12 -0.843
C -0.49 2.62 -0.68 -0.851
C 1.16 1.23 0.35 -0.734
N -0.57 -1.83 0.48 -0.044
N 0.06 1.28 -0.58 -0.097
O -1.07 0.42 -0.08 -0.257
O -0.23 -1.11 1.66 -0.410
H -1.09 -0.70 1.92 0.325
H -2.00 -1.18 -0.88 0.283
H -0.30 -0.93 -1.43 0.378
H 1.45 -2.10 -0.15 0.317
H 0.25 -3.29 -0.71 0.359
H 0.78 -3.30 0.98 0.276
H 2.02 1.72 -0.11 0.340
H 0.25 3.25 -1.16 0.331
H -1.38 2.57 -1.32 0.298
H -0.76 3.04 0.29 0.304
H 1.42 0.17 0.54 0.180
H 0.93 1.67 1.33 0.278